{
  "formula": "C36H54O18",
  "method": "ωB97M-V/def2-TZVPD",
  "total_energy_ha": -2756.37749,
  "charge": 0,
  "homo_ha": -0.19957,
  "fmax_ev_per_a": 19.52,
  "homo_lumo_gap_ha": 0.1883,
  "elements": ["O", "C", "O", "C", "C", "C", "H", "H", "H", "H", "H", "H", "O", "C", "O", "C", "C", "C", "H", "H", "H", "H", "H", "H", "O", "C", "O", "C", "C", "C", "H", "H", "H", "H", "H", "H", "O", "C", "O", "C", "C", "C", "H", "H", "H", "H", "H", "H", "O", "C", "O", "C", "C", "C", "H", "H", "H", "H", "H", "H", "O", "C", "O", "C", "C", "C", "H", "H", "H", "H", "H", "H", "O", "C", "O", "C", "C", "C", "H", "H", "H", "H", "H", "H", "O", "C", "O", "C", "C", "C", "H", "H", "H", "H", "H", "H", "O", "C", "O", "C", "C", "C", "H", "H", "H", "H", "H", "H"],
  "positions_angstrom": [[-0.121, 0.073, 3.888], [0.546, 1.144, 3.903], [1.724, 1.262, 3.165], [2.197, 2.598, 3.063], [1.199, 3.494, 3.912], [0.126, 2.517, 4.436], [2.311, 2.961, 2.042], [3.148, 2.764, 3.570], [0.781, 4.280, 3.282], [1.678, 3.852, 4.823], [-0.744, 2.804, 3.845], [0.045, 2.428, 5.519], [3.279, 3.309, -2.605], [2.201, 2.755, -2.611], [1.225, 3.341, -3.434], [-0.055, 3.103, -2.794], [0.047, 2.294, -1.520], [1.460, 1.825, -1.642], [-0.789, 2.639, -3.453], [-0.510, 3.976, -2.325], [-0.755, 1.558, -1.458], [0.178, 2.982, -0.685], [1.602, 0.920, -2.232], [1.932, 1.703, -0.667], [-2.728, -0.999, 2.835], [-2.416, 0.142, 2.769], [-2.136, 0.709, 1.486], [-1.602, 2.020, 1.621], [-2.377, 2.497, 2.863], [-2.194, 1.229, 3.824], [-1.893, 2.729, 0.845], [-0.528, 1.923, 1.782], [-3.349, 2.873, 2.542], [-1.806, 3.260, 3.394], [-3.024, 1.254, 4.529], [-1.273, 1.045, 4.377], [-2.707, -1.325, -1.051], [-1.837, -2.219, -1.033], [-0.727, -2.101, -0.217], [0.327, -2.969, -0.492], [-0.287, -3.987, -1.429], [-1.687, -3.454, -1.843], [0.582, -3.499, 0.426], [1.210, -2.384, -0.749], [-0.261, -4.978, -0.975], [0.441, -4.029, -2.238], [-2.370, -4.229, -1.495], [-1.824, -3.342, -2.919], [-1.873, 1.011, -4.568], [-1.076, 0.148, -4.148], [-0.728, -0.849, -4.899], [0.245, -1.676, -4.284], [0.598, -1.073, -2.973], [-0.422, 0.117, -2.843], [1.112, -1.733, -4.942], [-0.379, -2.559, -4.142], [1.613, -0.689, -2.872], [0.486, -1.745, -2.123], [-0.138, 1.137, -2.584], [-1.205, -0.253, -2.182], [2.868, 0.444, -0.783], [1.869, 0.196, -0.182], [1.979, 0.025, 1.122], [0.728, -0.257, 1.748], [-0.351, 0.054, 0.788], [0.421, -0.092, -0.621], [0.541, 0.088, 2.765], [0.594, -1.332, 1.867], [-0.696, 1.081, 0.909], [-1.206, -0.614, 0.885], [0.025, 0.390, -1.515], [0.380, -1.157, -0.849], [-2.811, 0.782, -3.561], [-2.984, 0.761, -2.380], [-2.258, -0.063, -1.575], [-2.363, 0.349, -0.188], [-3.674, 1.106, -0.185], [-4.001, 1.626, -1.597], [-1.493, 0.825, 0.263], [-2.526, -0.596, 0.332], [-3.664, 1.897, 0.565], [-4.415, 0.338, 0.041], [-3.778, 2.686, -1.721], [-5.060, 1.553, -1.844], [4.242, -3.202, -1.763], [4.501, -2.013, -1.539], [4.165, -1.474, -0.333], [4.610, -0.147, -0.209], [5.548, 0.078, -1.449], [5.010, -0.987, -2.469], [5.170, -0.024, 0.718], [3.774, 0.529, -0.027], [6.548, -0.171, -1.096], [5.579, 1.102, -1.820], [5.714, -1.384, -3.199], [4.086, -0.716, -2.981], [1.353, -2.356, 2.981], [0.206, -2.671, 2.607], [-0.099, -3.984, 2.241], [-1.480, -4.108, 1.796], [-1.963, -2.684, 1.752], [-1.037, -1.757, 2.529], [-1.999, -4.858, 2.392], [-1.540, -4.551, 0.802], [-2.926, -2.527, 2.240], [-2.045, -2.202, 0.778], [-1.298, -1.625, 3.579], [-0.717, -0.945, 1.877]],
  "forces_ev_per_a": [[3.5, 3.6, 4.9], [0.9, 0.2, 0.5], [-0.9, 0.7, 2.5], [-0.5, 1.9, 1.9], [0.5, -1.2, 0.3], [1.5, -0.2, -1.4], [-0.3, -0.6, -0.2], [0.3, -0.9, -0.3], [0.0, 0.1, 0.4], [0.3, 0.6, -0.6], [0.8, -0.5, 1.7], [-0.5, 0.4, -0.1], [-0.7, -2.2, 0.0], [-0.5, 4.1, 1.0], [-1.0, -1.2, 1.1], [-1.7, 1.3, 0.0], [1.9, 3.0, 0.1], [0.6, 2.2, -1.9], [0.4, 0.4, -0.5], [0.2, 1.1, -1.4], [-0.1, 1.8, 1.2], [-1.0, 0.1, 0.4], [-0.3, 0.3, 0.5], [-0.9, 3.3, -1.9], [-5.5, 6.0, 1.5], [-1.1, 2.4, 0.7], [-4.8, 3.4, 13.2], [-2.9, 2.9, 4.2], [2.0, -0.6, 1.2], [-4.3, 1.0, -1.4], [0.5, -0.8, -0.7], [-0.2, 1.5, 0.8], [-0.2, -0.5, 0.7], [-1.3, 1.0, -0.8], [-0.2, -0.4, 0.0], [-2.1, 0.7, -0.3], [-4.2, -19.0, 1.3], [-1.5, -1.6, -1.5], [0.1, -0.8, -0.2], [-0.5, -2.1, 1.5], [1.4, 0.0, -1.6], [0.9, -1.2, 0.1], [0.3, 0.3, -0.2], [0.3, -0.7, -0.4], [-0.4, 0.1, -0.1], [-0.4, -0.4, -0.6], [-0.5, 0.1, -0.2], [0.0, 0.1, 0.0], [12.2, 2.3, -9.1], [3.6, 1.9, -2.6], [-0.6, -0.1, -2.0], [-0.3, -0.8, -0.2], [-0.2, 1.5, 0.4], [1.5, -2.4, -5.9], [-0.3, -0.6, -0.2], [1.2, -0.8, -0.2], [0.3, -0.3, -0.5], [-0.1, 0.0, -1.7], [0.0, -2.0, -2.3], [2.0, 0.0, -1.5], [-6.9, -1.0, -5.4], [-2.7, -4.0, 1.7], [0.3, 0.7, 0.4], [0.8, -1.1, -3.0], [6.6, 0.1, -4.7], [1.5, -0.2, 4.3], [1.5, -2.5, -4.9], [2.4, 2.5, -1.6], [4.8, -2.3, -1.6], [2.5, 0.8, -1.6], [1.4, -1.3, 3.6], [0.8, 2.5, 0.7], [-15.6, -5.2, 6.0], [-2.3, 4.2, 3.3], [-0.9, 11.8, -1.0], [-3.0, 2.9, -2.2], [-1.3, 0.5, -0.6], [2.1, -0.2, 0.7], [-1.5, 0.0, -7.0], [0.0, 1.6, -0.6], [-0.6, -0.2, -0.2], [-0.4, 0.3, 0.5], [0.3, 0.2, 0.1], [0.2, -0.6, -0.4], [0.6, 2.4, 0.2], [-1.6, -3.3, 1.0], [0.1, -1.2, -0.8], [7.7, 0.1, 3.0], [-1.0, -0.2, 0.2], [0.8, 0.8, 0.8], [1.2, -1.1, 0.2], [4.6, -0.4, 1.7], [0.1, -0.2, -0.5], [-0.3, 0.0, -0.1], [-0.1, 0.0, 0.2], [0.1, 0.6, -0.3], [-2.7, -2.7, -0.1], [2.0, -2.0, 2.0], [0.3, 0.6, 0.7], [0.9, 0.4, -0.7], [-2.5, -0.1, 1.3], [3.5, -6.9, 0.9], [0.0, 0.6, 0.7], [0.6, 0.0, -0.2], [0.2, -2.0, -0.7], [-1.1, -1.5, 1.6], [1.1, -0.6, -0.3], [-2.0, -1.9, 3.2]]
}